*P*
The following is a DFT calculation (ωB97M-V/def2-TZVPD) of a single C6H10O2S molecule.

Each line ends with the Löwdin charge.
Element x y z (Å)
S: -3.065 -0.743 -0.622  0.753
O: 2.923 -0.594 -0.509  -0.007
O: 0.204 0.520 1.212  -0.109
C: -0.434 0.272 -0.029  -0.636
C: 0.580 -0.404 -0.846  0.083
C: -0.997 1.620 -0.549  -0.023
C: 1.353 -0.355 1.414  -0.085
C: -1.679 -0.568 0.350  -0.445
C: 1.648 -1.048 0.013  -0.299
H: -2.022 1.340 -1.085  0.038
H: -1.170 2.318 0.168  0.044
H: -1.366 -1.550 0.912  0.105
H: 0.309 -0.819 -1.786  0.113
H: -0.348 2.140 -1.297  0.098
H: -3.355 0.677 -0.777  -0.057
H: 1.494 -2.090 0.167  0.131
H: 1.094 -1.222 2.084  0.127
H: 2.622 0.278 -0.570  0.045
H: 2.209 0.226 1.750  0.122

- spin multiplicity = 1
- HOMO level (spin up / spin down) (eV) = -8.73 / -7.97
- E_LUMO (spin up / spin down) (eV) = -0.20 / -0.51

=====

*Q*
The following is a DFT calculation (ωB97M-V/def2-TZVPD) of a single C6H10O2S molecule.

Each line ends with the Löwdin charge.
Element x y z (Å)
S: -0.133 -0.855 0.023  0.667
O: -1.154 -1.341 -0.931  -0.352
O: 0.800 -1.690 0.706  -0.330
C: 1.871 1.195 -0.343  -0.249
C: -0.907 0.315 1.251  -0.221
C: 0.954 0.275 -0.932  -0.296
C: 3.075 0.796 0.081  0.038
C: -2.735 1.017 -0.270  -0.018
C: -1.587 1.410 0.340  -0.242
H: 0.142 0.728 -1.649  0.138
H: -1.091 2.457 0.269  0.122
H: 3.756 1.346 0.766  0.078
H: -3.343 1.748 -0.928  0.092
H: -0.012 0.691 1.837  0.109
H: -1.621 -0.295 1.841  0.103
H: -2.974 -0.103 0.015  0.102
H: 3.104 -0.303 0.058  0.069
H: 1.534 -0.544 -1.347  0.096
H: 1.441 2.171 -0.192  0.093

- spin multiplicity = 1
- HOMO level (eV) = -9.46
- SMILES string = C=CCS(=O)(=O)CC=C
- E_LUMO (eV) = 0.79

=====

Name the least stable of them. *P*.

=====

*P*
The following is a DFT calculation (ωB97M-V/def2-TZVPD) of a 5-piece molecular cluster, CH14NO4 overall.

Each line ends with the Löwdin charge.
Element x y z (Å)
O: 2.501 1.488 4.403  -0.068
O: -1.952 1.880 -3.105  -0.064
O: 1.136 -0.423 2.016  -0.035
O: 0.827 0.262 -2.533  -0.039
N: -0.187 -1.093 -0.334  0.124
C: -1.541 -1.725 -0.371  -0.011
H: 0.465 -1.868 -0.463  0.162
H: 2.712 2.399 4.690  0.060
H: -2.777 2.274 -2.788  0.048
H: 0.104 -0.739 0.581  0.090
H: -2.310 -0.999 -0.179  0.095
H: 1.581 1.439 4.703  0.035
H: -2.143 1.377 -3.906  0.043
H: 0.343 0.677 -3.258  0.054
H: -1.530 -2.578 0.306  0.101
H: 1.514 0.930 -2.429  0.076
H: 1.976 -0.808 2.328  0.087
H: 0.934 0.147 2.752  0.037
H: -0.013 -0.404 -1.086  0.103
H: -1.641 -2.235 -1.328  0.101

- spin multiplicity = 1
- net charge = +1
- HOMO level (eV) = -14.51
- E_LUMO (eV) = -2.85

=====

*Q*
The following is a DFT calculation (ωB97M-V/def2-TZVPD) of a 5-piece molecular cluster, CH14NO4 overall.

Each line ends with the Löwdin charge.
Element x y z (Å)
O: 1.333 -0.520 -0.572  -0.063
O: -2.138 0.213 -0.298  -0.020
O: -1.439 -2.448 0.628  -0.061
O: 1.991 -1.135 1.980  0.024
N: 0.009 1.584 -1.377  0.093
C: 0.135 2.900 -0.615  -0.044
H: -0.641 3.625 -0.890  0.090
H: 0.723 0.860 -1.125  0.066
H: -1.823 -3.303 1.031  0.116
H: -0.607 -2.815 0.366  0.023
H: -0.858 1.092 -1.031  0.084
H: 2.924 -1.051 1.778  0.078
H: -1.908 -0.639 0.046  0.000
H: 1.161 -0.765 0.383  0.053
H: 1.068 3.437 -0.817  0.083
H: 1.773 -1.895 2.381  -0.001
H: 0.154 2.867 0.526  0.120
H: 0.002 1.713 -2.462  0.211
H: 2.256 -0.789 -0.669  0.076
H: -3.064 0.302 -0.094  0.072

- spin multiplicity = 1
- net charge = +1
- HOMO level (eV) = -15.31
- E_LUMO (eV) = -2.89

=====

*R*
The following is a DFT calculation (ωB97M-V/def2-TZVPD) of a 5-piece molecular cluster, CH14NO4 overall.

Each line ends with the Löwdin charge.
Element x y z (Å)
O: 0.167 -1.587 -2.300  -0.019
O: -2.615 -1.475 -3.234  -0.038
O: 1.031 3.900 2.104  -0.058
O: 1.710 0.957 1.773  -0.045
N: 0.362 -1.234 0.450  0.114
C: -0.703 -0.858 1.416  -0.018
H: 0.389 4.552 1.843  0.036
H: -0.713 -1.526 -2.645  0.005
H: 2.586 1.201 1.451  0.068
H: 0.926 -2.069 0.560  0.166
H: 1.063 -0.487 0.593  0.114
H: -1.512 -0.266 1.005  0.104
H: -3.374 -1.763 -3.725  0.049
H: 0.811 -2.151 -2.716  0.071
H: -0.221 -0.491 2.310  0.087
H: -2.817 -0.585 -2.903  0.063
H: 1.464 1.652 2.379  0.030
H: 0.188 -1.227 -0.579  0.102
H: -1.201 -1.810 1.607  0.098
H: 1.842 4.408 2.337  0.071

- spin multiplicity = 1
- net charge = +1
- HOMO level (eV) = -14.64
- E_LUMO (eV) = -2.80

=====

Name the least stable of them. *Q*.

=====

*P*
The following is a DFT calculation (ωB97M-V/def2-TZVPD) of C46H38I2N3O3V as an isolated structure.

Each line ends with the Löwdin charge.
Element x y z (Å)
I: 2.102 0.858 7.845  0.979
I: 3.179 -2.445 2.950  1.038
V: 0.059 0.012 0.629  1.157
O: -0.626 -1.232 -0.331  -0.196
O: 1.362 -0.161 1.780  -0.230
O: -0.132 1.378 -0.416  -0.205
N: -0.932 1.430 2.017  -0.065
N: 1.768 -0.278 -0.696  0.112
N: -0.988 -1.138 2.201  0.050
C: -0.644 -4.778 -0.243  -0.027
C: -1.371 -3.232 3.266  0.000
C: 1.845 0.518 5.819  -0.728
C: -1.471 -5.773 0.266  -0.055
C: 2.460 -0.575 5.218  -0.192
C: -0.082 -2.863 -3.600  -0.010
C: -2.067 -1.028 -4.208  -0.058
C: 0.953 4.637 0.510  -0.039
C: 0.629 2.607 -2.368  -0.149
C: 0.713 2.826 -5.141  -0.056
C: 1.188 -2.644 -0.899  -0.053
C: 0.921 3.831 -2.965  -0.008
C: 2.287 -0.801 3.860  -0.620
C: 0.147 3.725 -0.159  -0.199
C: -2.823 -5.533 0.446  -0.062
C: 0.378 1.499 -3.165  -0.016
C: -0.303 -2.404 -1.130  -0.348
C: 1.503 0.073 3.120  -0.342
C: -1.791 5.052 0.402  -0.047
C: -1.887 -0.570 3.003  -0.222
C: 3.921 -0.526 -2.403  0.013
C: -0.981 5.952 1.086  -0.054
C: 0.389 5.749 1.128  -0.047
C: -1.168 -3.537 -0.581  -0.163
C: -3.354 -4.295 0.102  -0.050
C: -2.590 -1.294 3.950  0.025
C: -1.665 -1.205 -2.893  -0.047
C: -2.336 -2.648 4.076  0.002
C: 0.074 2.119 2.872  -0.084
C: 2.045 -1.467 -1.255  -0.198
C: 0.413 1.608 -4.549  -0.045
C: -0.720 -2.443 2.344  -0.090
C: 3.616 0.694 -1.828  0.033
C: 2.124 2.126 -0.415  -0.030
C: -0.483 -2.683 -4.915  -0.048
C: -2.533 -3.308 -0.414  -0.019
C: -0.667 -2.121 -2.578  -0.152
C: 1.054 1.379 5.066  -0.085
C: 0.695 2.489 -0.854  -0.355
C: 0.966 3.935 -4.347  -0.049
C: 3.119 -1.615 -2.117  0.030
C: -2.069 0.899 2.796  -0.072
C: 0.870 1.163 3.707  -0.142
C: -1.479 -1.767 -5.223  -0.066
C: 2.526 0.797 -0.983  -0.208
C: -1.229 3.952 -0.225  -0.036
H: -2.960 -2.354 -0.697  0.117
H: 0.407 -5.002 -0.373  0.115
H: 2.027 4.505 0.557  0.120
H: -1.284 2.129 1.364  0.103
H: -0.024 -3.271 -5.699  0.116
H: 0.202 0.739 -5.157  0.103
H: 2.815 2.885 -0.775  0.141
H: -2.872 -3.239 4.807  0.129
H: 1.104 4.709 -2.358  0.123
H: -1.417 6.819 1.564  0.116
H: -0.443 2.832 3.517  0.144
H: 4.202 1.577 -2.044  0.135
H: -3.465 -6.311 0.836  0.115
H: 1.190 4.890 -4.803  0.115
H: 0.717 2.698 2.208  0.115
H: -1.124 -4.281 3.339  0.127
H: -2.128 -0.614 -2.113  0.116
H: 0.671 -3.611 -3.387  0.118
H: 0.136 0.546 -2.716  0.089
H: -2.139 1.409 3.758  0.145
H: -1.053 -6.740 0.513  0.115
H: 3.069 -1.249 5.804  0.094
H: -2.858 5.223 0.339  0.116
H: 0.045 -2.857 1.707  0.086
H: 0.742 2.914 -6.219  0.114
H: 1.516 -3.504 -1.477  0.122
H: -2.843 -0.310 -4.440  0.118
H: 0.578 2.229 5.539  0.111
H: 3.314 -2.583 -2.556  0.132
H: 4.765 -0.624 -3.073  0.131
H: -1.856 3.277 -0.799  0.133
H: -1.798 -1.636 -6.248  0.116
H: -3.316 -0.798 4.581  0.134
H: 1.027 6.458 1.639  0.117
H: 1.359 -2.889 0.154  0.097
H: -2.995 1.096 2.252  0.152
H: 2.188 2.101 0.677  0.125
H: -4.413 -4.106 0.221  0.115

- spin multiplicity = 1
- net charge = +2
- HOMO level (eV) = -13.26
- E_LUMO (eV) = -7.29

=====

*Q*
The following is a DFT calculation (ωB97M-V/def2-TZVPD) of C46H38I2N3O3V as an isolated structure.

Each line ends with the Löwdin charge.
Element x y z (Å)
I: 5.309 -1.411 5.689  1.001
I: 4.307 1.285 0.450  1.091
V: 0.347 -0.589 -0.240  1.158
O: -1.048 -0.769 0.583  -0.202
O: 0.542 0.531 -1.414  -0.209
O: 1.691 -0.518 0.753  -0.203
N: -2.199 0.458 -1.644  0.161
N: 1.258 -2.215 -1.404  0.062
N: 0.540 -2.868 1.198  -0.055
C: 1.605 -1.874 -2.668  -0.071
C: -3.336 0.219 -0.987  -0.258
C: -2.327 -3.055 4.221  -0.050
C: -2.461 -0.847 1.103  -0.279
C: -3.712 2.756 3.115  -0.055
C: -4.388 1.120 -0.954  0.001
C: -2.256 -1.946 3.389  -0.039
C: -2.042 1.647 -2.237  -0.237
C: 2.517 -0.737 1.822  -0.289
C: 4.497 -0.185 3.064  -0.201
C: 0.897 5.412 -1.315  -0.041
C: 0.730 3.003 -1.429  -0.173
C: 1.328 -3.834 0.465  -0.110
C: 2.947 2.214 -3.000  -0.047
C: -2.536 -2.063 2.027  -0.178
C: 1.014 5.353 0.071  -0.057
C: 2.179 -1.736 2.737  -0.117
C: 3.872 1.518 -5.112  -0.052
C: 1.720 1.635 -3.308  -0.155
C: 3.002 -1.924 3.829  -0.093
C: 0.558 1.750 -2.308  -0.261
C: 0.864 2.958 -0.053  -0.064
C: -4.556 1.649 3.024  -0.043
C: 3.701 -0.007 1.953  -0.624
C: -2.855 0.438 1.821  -0.188
C: 4.014 2.157 -3.887  -0.044
C: 0.762 4.250 -2.058  -0.028
C: 0.959 -2.617 2.581  -0.105
C: -2.444 2.694 2.567  -0.047
C: 4.131 -1.136 4.014  -0.720
C: -4.129 0.498 2.383  -0.032
C: 1.005 4.121 0.700  -0.061
C: -2.874 -3.316 1.514  -0.038
C: -4.225 2.347 -1.568  -0.014
C: 2.654 0.933 -5.436  -0.059
C: -0.791 1.839 -3.053  -0.038
C: 2.802 -4.014 -1.532  0.012
C: 2.563 -2.538 -3.387  -0.007
C: -3.339 -1.037 -0.163  -0.045
C: 1.825 -3.306 -0.857  -0.213
C: -2.019 1.532 1.926  -0.015
C: -2.937 -4.429 2.345  -0.049
C: -3.021 2.626 -2.199  0.011
C: 3.198 -3.621 -2.797  0.004
C: -2.666 -4.299 3.701  -0.049
C: 1.590 0.993 -4.542  -0.048
H: 3.238 -4.884 -1.056  0.136
H: 0.660 0.532 -4.847  0.109
H: 0.909 2.019 0.460  0.066
H: 4.697 1.490 -5.816  0.118
H: -0.429 -3.147 1.217  0.092
H: 1.084 -1.047 -3.100  0.093
H: -1.035 1.502 1.509  0.082
H: 2.179 -4.179 1.050  0.141
H: 0.730 -4.716 0.239  0.149
H: -5.310 0.871 -0.438  0.127
H: -2.129 -2.942 5.281  0.120
H: 2.520 0.444 -6.395  0.117
H: -0.811 2.822 -3.508  0.126
H: -0.824 1.110 -3.856  0.117
H: -2.000 -0.981 3.810  0.132
H: 0.918 6.370 -1.823  0.118
H: 0.694 4.318 -3.141  0.131
H: -2.916 -1.845 -0.755  0.123
H: -4.793 -0.362 2.330  0.134
H: 5.399 0.398 3.185  0.094
H: 2.762 -2.701 4.547  0.115
H: -3.219 -5.392 1.935  0.117
H: 4.954 2.632 -3.626  0.117
H: -4.046 3.656 3.620  0.116
H: -5.548 1.683 3.462  0.118
H: -4.343 -1.305 0.154  0.140
H: 2.808 -2.200 -4.386  0.124
H: 1.126 6.263 0.650  0.116
H: 3.978 -4.163 -3.323  0.133
H: -3.114 -3.438 0.462  0.115
H: 1.128 4.057 1.775  0.115
H: -2.733 -5.162 4.354  0.118
H: -1.778 3.546 2.636  0.109
H: 1.156 -3.555 3.102  0.139
H: -5.022 3.082 -1.550  0.124
H: 3.070 2.748 -2.066  0.084
H: 0.123 -2.150 3.095  0.113
H: -2.852 3.582 -2.681  0.125

- spin multiplicity = 1
- net charge = +2
- HOMO level (spin up / spin down) (eV) = -13.33 / -13.33
- E_LUMO (spin up / spin down) (eV) = -7.54 / -7.53

=====

Name the least stable of them. *Q*.

=====

*P*
The following is a DFT calculation (ωB97M-V/def2-TZVPD) of C3H9N2 as an isolated structure.

Each line ends with the Löwdin spin population.
Element x y z (Å)
N: 0.144 -1.042 1.256  0.285
N: 0.788 0.521 -0.380  0.623
C: -2.033 -0.839 0.118  0.524
C: 0.996 -0.255 0.601  0.103
C: 1.228 1.458 -1.227  0.119
H: -1.806 0.178 -0.427  0.022
H: 0.437 -1.170 2.185  0.011
H: 1.022 1.016 -2.182  0.017
H: -2.721 -0.818 0.882  0.028
H: -2.133 -1.593 -0.594  0.025
H: 0.700 2.325 -0.949  0.009
H: 2.016 -0.341 1.131  0.059
H: -0.980 -1.022 0.823  0.108
H: 2.343 1.582 -1.236  0.067

- spin multiplicity = 3
- net charge = +1
- HOMO level (spin up / spin down) (eV) = -14.26 / -14.77
- expectation value of S² = 2.011
- E_LUMO (spin up / spin down) (eV) = -3.11 / -7.52

=====

*Q*
The following is a DFT calculation (ωB97M-V/def2-TZVPD) of a 2-piece molecular cluster, C3H9N2 overall.

Each line ends with the Löwdin spin population.
Element x y z (Å)
N: 1.375 -0.064 -0.554  0.174
N: 0.053 -0.089 -0.075  0.055
C: -0.693 1.091 -0.364  0.024
C: -0.727 -1.310 -0.119  0.027
C: 1.177 0.212 0.836  0.871
H: -1.612 1.204 0.100  0.001
H: 1.382 1.120 1.363  0.054
H: 1.451 -1.143 1.861  0.743
H: -1.776 -1.055 -0.335  0.000
H: -0.816 -1.857 0.789  0.017
H: 1.547 0.804 -1.053  0.020
H: -0.065 2.090 -0.148  0.002
H: -0.351 -2.071 -0.911  0.001
H: -0.946 1.066 -1.393  0.010

- spin multiplicity = 3
- net charge = +1
- HOMO level (spin up / spin down) (eV) = -11.52 / -17.37
- expectation value of S² = 2.004
- E_LUMO (spin up / spin down) (eV) = -3.18 / -7.70

=====

Name the least stable of them. *Q*.